1.
The following is a DFT calculation (ωB97M-V/def2-TZVPD) of a 10-piece molecular cluster, C38H100N4O12 overall.

## Properties
total charge: -1
LUMO energy (alpha / beta): 2.0 / 2.0 eV
⟨S²⟩: 0.750
HOMO (alpha / beta): 0.8 / -6.4 eV
Kohn-Sham gap (alpha / beta): 1.22 / 8.39 eV
2S+1: 2

Last column: Mulliken spin population.
CARTESIAN COORDINATES (ANGSTROEM)
O: 0.84 -4.54 1.97  -0.03
O: 2.89 -0.46 3.48  -0.21
O: -0.04 7.85 -6.78  -0.14
O: -1.31 -4.02 7.04  -0.03
O: -4.26 -1.01 -4.11  -0.38
O: -1.71 4.42 2.51  -0.17
O: -1.30 2.80 -7.02  -0.22
O: 4.04 3.38 0.85  -0.20
O: 0.20 1.41 -1.82  0.07
O: -0.09 -3.26 -0.44  0.07
O: 6.07 -5.72 4.42  -0.02
O: -3.77 -3.42 -2.06  -0.16
N: 3.86 -0.38 1.00  -0.06
N: -1.79 5.90 -5.48  -0.07
N: 0.52 0.47 1.56  -0.05
N: -4.52 3.76 2.86  0.04
C: -0.26 0.59 0.36  -0.19
C: 1.50 -0.88 3.35  0.12
C: -2.82 5.21 2.12  0.23
C: 0.57 0.39 -0.97  -1.02
C: -3.89 -2.42 0.10  0.12
C: -4.01 4.36 1.64  0.08
C: 3.42 2.13 1.16  -0.06
C: -5.12 5.26 1.07  0.35
C: 0.92 1.39 -3.04  0.36
C: 0.78 -2.80 7.28  0.03
C: -0.98 3.94 1.38  0.22
C: 3.40 0.05 4.72  0.21
C: 0.91 -0.86 1.96  0.00
C: 4.78 0.94 -0.67  0.07
C: -2.20 3.75 -6.38  0.20
C: 2.23 -3.09 -1.14  0.04
C: 0.70 -5.12 6.35  0.04
C: 4.98 -5.08 3.78  -0.01
C: -1.03 -3.79 3.31  -0.01
C: -3.30 1.19 -3.77  0.06
C: -2.01 -0.84 -3.19  0.19
C: -0.93 6.83 -4.74  0.47
C: -3.44 -0.24 -3.24  0.52
C: 0.91 -3.83 -1.25  -0.05
C: -1.25 -5.84 1.91  -0.01
C: 4.38 0.97 0.87  0.01
C: -4.62 -3.15 -0.96  0.15
C: 4.93 -3.63 4.15  0.02
C: 1.15 8.33 -7.46  0.02
C: 0.47 -3.81 -2.73  0.00
C: 3.23 4.54 1.03  0.48
C: 0.32 7.19 -5.61  0.17
C: -1.87 2.08 -8.11  0.13
C: -1.41 4.54 -5.35  0.15
C: 0.08 -4.25 7.29  0.01
C: -0.30 -5.00 2.77  -0.04
C: -5.19 -4.45 -0.37  0.04
C: 5.00 -5.40 2.31  0.03
H: 2.63 -3.03 -0.12  0.04
H: 1.42 -1.52 1.26  0.00
H: -3.82 -0.21 -2.22  0.00
H: 0.00 -5.69 3.55  0.01
H: -2.07 2.76 -8.94  -0.01
H: 1.78 -5.23 6.50  -0.01
H: -3.12 -3.10 0.46  0.05
H: 5.32 1.21 1.37  0.00
H: -5.59 6.01 1.71  -0.02
H: -3.42 -1.53 -0.31  -0.03
H: -2.51 1.82 -3.35  -0.03
H: 4.40 0.45 4.54  0.01
H: -3.74 -2.65 -2.63  0.02
H: 0.83 -0.30 3.98  0.03
H: 0.52 -4.21 1.13  0.01
H: 0.95 0.39 -3.46  -0.03
H: 3.48 -0.76 5.44  0.02
H: -1.58 6.16 -6.43  0.02
H: 5.34 1.76 -1.12  0.00
H: -5.50 -4.28 0.67  -0.02
H: -1.80 -6.44 2.64  -0.01
H: -1.18 -0.25 -2.80  -0.24
H: -4.22 1.63 -3.39  -0.34
H: -1.31 7.81 -4.45  -0.06
H: 1.50 9.19 -6.88  -0.01
H: 2.50 1.95 0.61  -0.03
H: -1.18 -3.16 2.43  0.00
H: 4.04 -3.21 3.69  -0.01
H: -4.87 4.55 3.39  -0.01
H: -1.75 -3.89 7.89  0.01
H: 3.96 0.76 -1.37  0.03
H: 3.02 -3.53 -1.74  -0.01
H: -0.83 -3.38 -1.04  0.00
H: -1.64 4.26 -4.33  -0.40
H: 2.29 4.67 0.49  -0.13
H: 1.46 -1.89 3.75  -0.02
H: -1.04 1.42 -8.36  0.00
H: 5.56 0.17 -0.75  -0.02
H: 0.38 -0.54 -1.50  0.14
H: 1.32 1.08 1.60  0.00
H: -0.39 -3.22 3.98  0.02
H: -2.99 5.77 3.03  0.02
H: -1.07 -0.13 0.46  0.07
H: -0.73 4.78 0.73  -0.17
H: -5.92 4.66 0.64  -0.06
H: -0.37 4.28 -5.54  0.12
H: 1.64 0.29 -0.78  -0.01
H: -3.21 1.17 -4.86  0.31
H: 2.20 -2.08 -1.55  -0.02
H: 3.50 -0.66 1.90  0.00
H: 4.12 -4.92 1.88  -0.01
H: 0.85 8.70 -8.44  -0.01
H: -5.53 -2.62 -1.25  0.00
H: -0.45 -4.39 -2.81  0.02
H: 6.28 -6.57 4.03  0.00
H: -2.56 4.39 -7.19  0.06
H: -0.07 -1.34 2.03  0.02
H: 1.93 7.57 -7.50  0.00
H: -4.83 5.74 0.14  -0.13
H: 0.26 -6.10 6.54  0.00
H: -2.77 1.52 -7.85  0.02
H: -2.44 5.96 1.42  -0.14
H: 3.32 2.07 2.25  0.04
H: -1.60 -1.20 -4.14  0.01
H: -3.70 3.62 0.90  -0.09
H: 1.89 1.79 -2.74  0.11
H: 2.80 4.40 2.03  0.00
H: -1.89 -5.18 1.32  0.03
H: 0.13 -4.79 8.24  0.00
H: 4.11 -5.61 4.18  0.01
H: 4.57 -1.07 0.80  0.01
H: -0.65 -6.34 1.16  0.00
H: -4.51 -5.30 -0.31  0.02
H: -3.68 3.37 3.26  -0.01
H: -1.94 -4.08 3.83  0.01
H: -0.08 3.46 1.75  -0.02
H: -0.73 6.39 -3.76  -0.20
H: 2.85 0.90 5.12  0.00
H: 0.70 -2.04 8.05  -0.02
H: 0.52 -2.24 6.38  0.01
H: 0.62 -4.75 5.33  0.00
H: -1.70 3.28 0.88  0.12
H: 4.80 -3.63 5.23  0.01
H: 5.81 -4.95 1.73  -0.01
H: 3.85 5.42 1.17  -0.01
H: -2.07 -1.67 -2.48  0.12
H: 0.38 -2.79 -3.10  0.03
H: 1.19 -4.30 -3.39  -0.02
H: 1.13 -4.85 -0.94  -0.01
H: -5.01 -0.49 -4.41  0.13
H: 4.99 -6.49 2.31  0.00
H: -4.68 -1.97 0.71  -0.08
H: -3.17 3.40 -6.04  0.05
H: 5.65 -2.97 3.67  0.00
H: -5.97 -4.77 -1.06  -0.03
H: 0.46 2.10 -3.73  -0.03
H: 0.83 7.89 -4.95  0.03
H: 0.99 6.34 -5.68  -0.03
H: 1.85 -3.00 7.27  0.00
H: -0.71 1.58 0.32  0.21

2.
The following is a DFT calculation (ωB97M-V/def2-TZVPD) of a 14-piece molecular cluster, C38H104N4O14 overall.

## Properties
total charge: 0
LUMO energy: 0.1 eV
ΔE to the lowest compared entry with this formula, charge and spin: 0.0 kcal/mol
HOMO: -9.4 eV
Kohn-Sham gap: 9.47 eV
2S+1: 1

Last column: Löwdin charge in e.
CARTESIAN COORDINATES (ANGSTROEM)
O: -7.20 0.65 0.75  -0.04
O: -0.06 -4.50 -1.10  -0.13
O: 2.17 -4.00 -5.60  -0.05
O: -1.42 4.50 -2.04  -0.09
O: -3.11 -2.50 -0.43  -0.04
O: -4.21 4.96 5.28  -0.07
O: 4.47 -1.74 -3.91  -0.07
O: 3.81 4.89 3.31  -0.03
O: 0.54 -3.38 1.25  -0.01
O: 4.73 -2.28 3.50  -0.05
O: -2.03 -0.03 -0.72  -0.09
O: 3.53 0.80 -3.02  -0.08
O: 1.99 0.42 6.61  -0.06
O: -2.82 2.18 -2.13  -0.08
N: -4.48 -2.96 -2.16  0.18
N: -2.45 -4.03 -2.02  0.19
N: 0.05 -4.03 3.40  0.18
N: -1.61 -3.37 1.96  0.19
C: -3.33 -3.13 -1.48  -0.61
C: 4.65 -2.47 -2.69  -0.45
C: 3.32 -1.25 1.89  -0.05
C: 0.25 -3.65 -4.24  -0.05
C: -1.80 6.36 -0.59  -0.06
C: -4.94 0.77 1.47  -0.06
C: -4.56 3.40 -3.29  -0.04
C: 5.91 -1.97 -1.98  -0.05
C: -0.70 0.24 -0.30  -0.44
C: -2.78 3.35 4.17  -0.06
C: -3.72 4.53 3.99  -0.45
C: 1.03 -0.86 4.84  -0.06
C: 2.10 2.71 -2.54  -0.04
C: 1.59 -1.71 -5.19  -0.03
C: 1.86 3.44 2.84  -0.05
C: -1.70 4.85 -0.68  -0.48
C: 0.24 -5.81 -1.56  -0.46
C: 0.36 1.53 5.42  -0.06
C: -2.99 5.75 3.45  -0.06
C: 2.40 1.55 -3.47  -0.47
C: 5.85 -1.12 1.71  -0.05
C: 3.40 -2.32 -1.86  -0.06
C: -0.04 -6.75 -0.38  -0.04
C: -0.56 4.24 0.15  -0.05
C: -5.99 -1.43 1.01  -0.06
C: -4.47 0.93 -3.42  -0.06
C: -0.28 -3.59 2.15  -0.64
C: 1.72 -5.85 -1.94  -0.04
C: -0.62 0.22 1.23  -0.03
C: 3.37 3.60 2.94  -0.50
C: 1.50 0.52 5.27  -0.47
C: 4.64 -1.97 2.10  -0.48
C: 1.64 -3.11 -4.59  -0.46
C: -5.93 0.06 0.57  -0.49
C: 2.65 2.00 -4.91  -0.04
C: -4.20 2.13 -2.51  -0.46
C: 4.07 3.10 1.67  -0.05
C: 0.25 -0.75 -0.97  -0.02
H: 3.40 -2.81 -0.88  0.08
H: -4.68 1.78 1.14  0.08
H: -3.57 4.64 5.93  0.08
H: -4.62 -3.23 -3.11  0.10
H: -2.69 4.45 -0.43  0.13
H: -5.56 0.09 -0.46  0.12
H: 3.60 2.89 3.75  0.12
H: 3.18 -1.03 0.83  0.06
H: -2.17 -3.27 2.79  0.10
H: 2.98 3.34 -2.39  0.08
H: 2.87 0.03 6.61  0.09
H: -4.66 4.28 -2.66  0.08
H: -5.51 0.83 -3.74  0.08
H: 1.44 -4.12 -6.21  0.07
H: 4.52 4.76 3.94  0.09
H: 6.21 -2.74 -1.26  0.08
H: 4.77 -3.51 -2.98  0.14
H: -0.34 -6.09 -2.44  0.13
H: 1.40 3.77 3.77  0.08
H: -6.84 -1.85 0.48  0.07
H: -0.32 -3.68 -5.17  0.09
H: -4.70 1.92 -1.56  0.12
H: 2.02 -6.81 -2.36  0.09
H: 1.09 -1.78 -6.15  0.09
H: -2.68 -4.53 -2.85  0.10
H: 1.90 -5.11 -2.72  0.05
H: -0.58 4.64 1.16  0.06
H: -3.91 1.06 -4.35  0.09
H: 0.30 -4.66 -3.82  0.05
H: 0.42 0.26 1.56  0.07
H: 0.37 4.51 -0.34  0.08
H: -5.08 -2.00 0.79  0.05
H: -0.86 6.93 -0.58  0.08
H: 2.86 1.16 -5.57  0.07
H: -0.65 3.15 0.14  0.05
H: -1.15 1.09 1.63  0.07
H: 1.44 4.04 2.03  0.06
H: -2.59 5.63 2.44  0.05
H: 3.33 -0.29 2.40  0.07
H: -2.29 6.66 0.35  0.06
H: 0.32 -4.34 -0.20  0.06
H: -0.46 1.10 6.01  0.08
H: -1.08 -6.65 -0.07  0.08
H: 1.04 -1.03 -4.53  0.07
H: 2.48 -1.79 2.32  0.05
H: 0.58 -6.47 0.48  0.08
H: 2.32 0.92 4.67  0.12
H: 6.76 -1.71 1.84  0.08
H: 6.76 -1.78 -2.64  0.08
H: 1.62 2.39 2.71  0.06
H: 0.67 2.42 5.95  0.08
H: 1.33 3.35 -2.96  0.08
H: -2.70 2.70 3.30  0.07
H: -5.52 3.22 -3.77  0.08
H: 4.09 -0.88 -3.65  0.04
H: 4.72 -2.85 1.46  0.13
H: -7.81 0.18 0.18  0.09
H: 3.49 2.70 -4.92  0.08
H: 3.86 3.81 0.87  0.08
H: 5.70 -1.05 -1.44  0.06
H: -4.62 4.22 3.44  0.14
H: -1.55 -4.07 -1.54  0.04
H: 2.41 -5.61 -1.13  0.09
H: 0.13 -0.67 -2.05  0.08
H: 0.15 -1.10 5.44  0.08
H: 1.01 -4.25 3.61  0.11
H: -5.20 -2.53 -1.60  0.10
H: 3.10 -1.28 -1.73  0.06
H: -4.08 0.01 -2.97  0.06
H: 1.30 -0.56 -0.77  0.06
H: -3.98 0.25 1.50  0.07
H: -1.93 -2.91 1.13  0.06
H: 4.33 1.32 -3.19  0.11
H: 0.28 -7.77 -0.63  0.08
H: -1.07 -0.67 1.68  0.06
H: 5.16 3.16 1.73  0.07
H: -0.07 1.78 4.45  0.06
H: 2.60 -1.31 -5.22  0.06
H: 0.61 -0.83 3.82  0.06
H: 1.76 -1.66 4.81  0.07
H: -2.05 3.81 -2.30  0.04
H: 2.31 -3.21 -3.73  0.07
H: -2.16 6.10 4.06  0.09
H: -0.27 -3.10 -3.45  0.07
H: -3.05 2.71 5.02  0.08
H: -5.34 0.85 2.48  0.09
H: -0.48 1.26 -0.63  0.11
H: 3.77 2.08 1.43  0.06
H: 5.74 -0.75 0.70  0.06
H: -1.76 3.67 4.42  0.07
H: 1.78 2.50 -5.35  0.08
H: 1.75 2.42 -1.55  0.07
H: -6.10 -1.60 2.08  0.08
H: -2.29 -0.90 -0.36  0.05
H: -3.62 6.64 3.39  0.08
H: -2.45 6.70 -1.39  0.08
H: 1.54 0.89 -3.45  0.11
H: -2.66 1.33 -1.67  0.05
H: -0.72 -4.41 3.91  0.10
H: -0.01 -1.75 -0.61  0.07
H: 5.91 -0.26 2.39  0.08
H: -3.77 3.52 -4.03  0.09
H: 4.22 -3.08 3.68  0.08
H: 2.47 -2.72 -2.30  0.05

3.
The following is a DFT calculation (ωB97M-V/def2-TZVPD) of a 10-piece molecular cluster, C38H105N9O11 overall.

## Properties
total charge: 0
LUMO energy: 0.7 eV
structure (SMILES): COC[C@H](C)N.COC[C@H](C)N.COC[C@H](C)N.COC[C@H](C)N.COC[C@H](C)N.COC[C@H](C)N.COC[C@H](C)N.COC[C@H](C)N.COC[C@H](C)N.OCCO
ΔE to the lowest compared entry with this formula, charge and spin: 37.7 kcal/mol
HOMO: -8.7 eV
Kohn-Sham gap: 9.44 eV
2S+1: 1

Last column: Löwdin charge in e.
CARTESIAN COORDINATES (ANGSTROEM)
O: -2.09 5.05 -1.96  -0.20
O: 2.17 1.55 -3.68  -0.25
O: 3.56 -2.07 4.10  -0.21
O: 5.43 1.91 1.29  -0.18
O: -5.40 2.36 -0.43  -0.18
O: 3.73 -0.84 -1.68  -0.20
O: 1.45 1.37 -0.98  -0.07
O: -2.54 -2.03 -3.13  -0.20
O: 2.05 -3.67 -2.03  -0.24
O: -2.28 -1.93 3.75  -0.25
O: -1.51 -0.46 -0.66  -0.08
N: -0.89 -4.10 0.03  0.05
N: -3.81 -2.34 -0.44  0.05
N: 2.15 3.52 0.95  0.06
N: 5.13 -2.85 1.27  0.06
N: -6.14 0.75 1.99  0.05
N: -4.10 -4.07 2.49  0.04
N: 0.22 -3.58 3.26  0.07
N: 0.56 6.25 0.31  0.05
N: 0.14 3.24 -3.80  0.08
C: 2.19 4.45 -2.84  -0.03
C: -4.53 -2.93 3.29  -0.42
C: 4.15 2.35 1.64  -0.20
C: 1.44 3.82 -4.05  -0.41
C: -5.89 -3.24 3.98  -0.07
C: -0.68 0.36 -1.42  -0.25
C: 0.54 -4.07 -0.28  -0.41
C: 3.51 3.27 0.52  -0.43
C: -4.36 -2.84 -1.66  -0.41
C: -4.64 3.11 -1.42  -0.07
C: -5.57 2.11 1.92  -0.42
C: 2.28 2.69 -4.53  -0.21
C: 5.04 -2.32 -0.06  -0.47
C: 2.53 -4.29 -3.20  -0.09
C: -3.29 -3.16 -2.80  -0.21
C: 4.63 0.19 -1.80  -0.12
C: -1.64 -2.24 -4.21  -0.09
C: 1.47 -2.72 3.13  -0.40
C: 2.53 0.27 -4.18  -0.10
C: 1.01 -5.54 -0.14  -0.06
C: -4.74 2.43 3.13  -0.07
C: 5.91 0.86 2.09  -0.10
C: -4.63 2.23 0.72  -0.25
C: -3.46 -2.49 4.35  -0.18
C: -2.37 -0.56 3.24  -0.04
C: -1.06 5.87 -1.52  -0.28
C: 0.51 0.47 -0.50  -0.26
C: 4.27 -1.76 5.31  -0.08
C: 5.22 -3.47 -1.04  -0.05
C: -2.68 5.62 -3.12  -0.09
C: 4.33 4.51 0.32  -0.06
C: -0.40 5.25 -0.34  -0.41
C: 2.33 -2.72 4.37  -0.21
C: -5.29 -1.79 -2.26  -0.07
C: 3.80 -1.54 -0.42  -0.18
C: 0.68 -3.76 -1.81  -0.20
C: 1.04 -1.40 2.58  -0.07
C: -1.44 4.94 0.75  -0.05
H: 0.33 -6.15 -0.79  0.09
H: 1.17 -3.41 0.33  0.11
H: 0.09 4.31 -0.57  0.11
H: 0.97 -5.84 0.91  0.07
H: 3.38 2.91 -4.65  0.14
H: 2.93 -2.21 -0.39  0.11
H: -3.77 -3.03 0.33  0.06
H: -5.32 3.20 -2.29  0.10
H: -3.09 -4.05 2.42  0.06
H: 1.80 -4.06 -3.99  0.09
H: 6.05 1.05 3.12  0.08
H: 4.18 0.91 -2.47  0.07
H: 5.22 -3.01 -2.04  0.08
H: 5.59 -0.16 -2.20  0.10
H: -2.11 -1.05 -1.11  0.04
H: -2.01 5.59 -4.00  0.09
H: 3.76 -0.87 5.78  0.11
H: -5.71 -4.09 4.73  0.10
H: -6.26 -2.38 4.53  0.06
H: -6.60 -3.59 3.22  0.08
H: -6.35 2.88 1.81  0.14
H: 4.42 -4.23 -0.92  0.07
H: -5.11 2.04 4.10  0.08
H: -0.37 6.13 -2.30  0.10
H: 0.63 -0.73 3.33  0.08
H: 2.05 -5.66 -0.48  0.07
H: -4.82 -0.86 -2.62  0.09
H: 1.61 2.66 0.99  0.06
H: 5.22 -0.01 1.98  0.08
H: 2.69 -5.38 -3.22  0.10
H: -3.86 -3.54 -3.69  0.13
H: 0.26 -1.53 1.82  0.07
H: 2.07 -3.16 2.36  0.10
H: 3.43 1.56 1.92  0.12
H: -3.12 -3.34 4.92  0.12
H: -2.00 -0.55 2.22  0.08
H: -0.93 -3.09 -4.07  0.08
H: 0.98 6.74 -0.48  0.05
H: -4.72 -2.09 2.56  0.12
H: -3.96 -1.74 5.02  0.13
H: -3.37 -0.21 3.27  0.04
H: 0.90 -0.55 -0.38  0.12
H: 3.53 2.76 -0.44  0.11
H: 1.82 -0.79 2.04  0.08
H: 3.72 -0.77 0.37  0.11
H: 4.31 5.08 1.23  0.08
H: 6.16 -4.04 -0.85  0.09
H: -4.27 -4.96 2.88  0.05
H: -2.67 -4.02 -2.53  0.11
H: 4.72 -2.25 1.96  0.02
H: 4.31 3.02 2.54  0.14
H: -1.16 -3.14 0.20  0.05
H: 2.32 -0.49 -3.41  0.09
H: 3.43 -3.75 -3.39  0.06
H: 5.35 4.30 0.09  0.08
H: -4.35 -1.56 -0.06  0.08
H: 4.87 0.68 -0.85  0.08
H: -0.59 -2.94 3.43  0.05
H: -1.78 0.00 3.95  0.09
H: 1.87 -2.20 5.23  0.13
H: 5.26 -1.46 5.10  0.06
H: -4.00 1.34 0.69  0.13
H: 1.32 4.49 -4.86  0.13
H: -3.82 1.88 2.99  0.05
H: 0.20 2.51 -3.10  0.05
H: 1.73 1.03 -1.84  0.05
H: 1.95 2.36 -5.52  0.12
H: -0.36 -0.07 -2.40  0.13
H: 1.93 0.07 -5.08  0.09
H: 3.13 4.82 -3.26  0.08
H: -3.09 6.64 -2.95  0.10
H: 3.88 5.21 -0.36  0.06
H: 3.58 0.15 -4.54  0.10
H: 0.35 -4.69 -2.33  0.12
H: -2.20 4.19 0.52  0.05
H: -4.94 -3.76 -1.49  0.14
H: 0.23 0.89 0.46  0.12
H: -4.63 3.49 3.35  0.08
H: -6.07 -1.63 -1.47  0.08
H: -5.91 -2.21 -3.02  0.06
H: -6.41 0.43 1.05  0.07
H: -3.54 4.93 -3.30  0.09
H: -1.40 6.86 -1.24  0.13
H: 1.60 5.29 -2.44  0.06
H: -3.72 2.61 -1.70  0.08
H: 2.38 3.67 -2.12  0.06
H: -0.91 4.61 1.64  0.07
H: -2.18 -2.47 -5.12  0.08
H: 4.25 -2.64 5.97  0.09
H: -1.11 -1.33 -4.36  0.07
H: -7.05 0.84 2.44  0.07
H: 4.68 -3.79 1.40  0.10
H: 6.86 0.59 1.74  0.07
H: 2.24 3.80 1.93  0.09
H: -1.08 1.34 -1.67  0.11
H: -4.32 4.06 -0.99  0.08
H: 0.14 -2.88 -2.17  0.11
H: 5.87 -1.61 -0.19  0.13
H: -0.55 3.91 -3.49  0.05
H: 1.36 5.73 0.67  0.03
H: -4.07 3.12 0.81  0.08
H: -0.98 -4.54 0.95  0.05
H: 2.49 -3.75 4.61  0.11
H: -1.89 5.89 1.00  0.08
H: 0.40 -4.24 3.98  0.05

Here are the calculated calculated total energy numbers, same order: -2629.366428; -2782.650745; -2831.019685 (hartree).